The following is a quantum chemistry calculation of a structure of composition C33H36Cl5NOP2S4Ta, from the OMol25 dataset.

Geometry as XYZ:
```
83
Properties=species:S:1:pos:R:3
Ta 0.431 -0.208 0.570
Cl 2.058 2.580 3.229
Cl 6.971 1.246 1.569
Cl 5.769 -1.128 -0.118
Cl 5.061 3.054 3.211
Cl 2.683 -1.528 -0.139
S -1.155 -4.008 3.463
S 0.607 -1.784 2.427
S -1.964 -0.502 1.103
S -3.569 -2.819 2.179
P -0.530 2.258 0.561
P -0.267 -1.951 -1.263
O -3.577 -5.053 3.584
N 0.973 0.683 -1.240
C 5.285 0.958 1.556
C -1.226 2.842 -2.144
C 1.738 3.983 0.319
C 3.394 -0.246 0.818
C 3.004 4.253 -0.175
C 1.076 2.821 -0.049
C -0.171 -3.720 -0.684
C -2.640 3.172 2.180
C 1.645 -1.430 -4.839
C 1.628 0.656 -3.618
C 1.233 -4.241 -0.378
C -0.959 1.809 3.340
C -1.135 2.851 2.220
C 3.029 1.532 2.255
C -1.954 -1.794 -2.029
C 1.151 0.017 -2.471
C 1.873 -0.062 -4.777
C -0.955 -2.522 2.572
C -2.367 -0.350 -2.277
C 2.942 2.187 -1.428
C 1.082 -2.060 -3.744
C 0.806 -1.353 -2.578
C -2.046 -1.988 1.989
C -0.929 -4.767 -1.505
C 4.767 -0.090 0.805
C -1.511 4.625 -0.477
C 1.655 1.924 -0.969
C -1.619 3.101 -0.691
C 3.602 3.343 -1.033
C 2.454 0.523 1.478
C -2.911 -4.160 3.167
C 4.409 1.764 2.286
C -2.081 -2.498 -3.390
H -3.142 -2.564 -3.637
H 0.833 -3.113 -3.800
H -1.722 0.075 -3.045
H -2.342 0.278 -1.391
H -2.921 4.012 1.554
H 1.903 -4.141 -1.235
H 3.528 5.150 0.126
H -2.955 3.400 3.199
H -2.638 2.754 -0.507
H -1.221 1.797 -2.417
H -2.619 -2.256 -1.290
H -1.820 1.144 3.363
H 1.677 -3.759 0.487
H -0.237 3.252 -2.347
H -1.512 4.950 0.560
H -0.564 3.753 2.456
H -1.977 -4.523 -1.656
H -0.459 -4.950 -2.472
H 1.158 -5.303 -0.145
H 1.278 4.664 1.024
H 1.866 -1.986 -5.739
H -1.669 -3.498 -3.440
H -0.594 4.991 -0.938
H 1.820 1.719 -3.604
H -0.893 -5.703 -0.948
H -3.386 -0.334 -2.667
H -2.349 5.111 -0.979
H -1.933 3.365 -2.789
H -1.602 -1.898 -4.163
H 3.445 1.479 -2.073
H -0.707 -3.616 0.269
H -0.071 1.190 3.253
H -0.906 2.329 4.297
H 2.258 0.461 -5.643
H 4.605 3.524 -1.398
H -3.207 2.294 1.863
```

Calculated values
- Total charge: +1
- M: 1011.1 g/mol
- Multiplicity: 1
- HOMO energy: -10.5 eV
- E_tot: -6042.41070 a.u.